Record 1
Molecular formula: C4H13NOS
Method: DFT, ωB97M-V/def2-TZVPD

Last column: Löwdin charge in e.
Positions of all 20 atoms, in Å:
C (2.516, 0.563, 0.049)  -0.0953
C (1.167, 1.229, 0.299)  -0.3065
N (0.132, 0.237, 0.479)  -0.1098
C (-1.225, 0.643, 0.294)  -0.3168
C (-1.849, 0.356, -1.092)  -0.5552
S (-2.834, -1.168, -1.166)  0.6934
H (2.374, -0.171, -0.753)  0.0729
H (2.906, 0.078, 0.941)  0.0708
H (3.195, 1.315, -0.340)  0.0667
H (1.243, 1.857, 1.195)  0.1094
H (0.934, 1.881, -0.551)  0.1072
H (0.347, -0.688, 0.136)  0.0800
H (-1.941, 0.327, 1.064)  0.1002
H (-1.215, 1.740, 0.400)  0.1093
H (-1.036, 0.269, -1.813)  0.0692
H (-2.458, 1.214, -1.351)  0.0539
H (-2.222, -1.673, -2.234)  -0.1636
O (-0.285, -2.595, 1.205)  -0.0700
H (-0.149, -2.140, 2.049)  0.0457
H (0.398, -3.273, 1.191)  0.0384

Values from the calculation:
- charge = 0
- strongest force on any atom (Eh/bohr) = 0.02351
- multiplicity = 1
- HOMO energy (eV) = -8.18
- total energy (Eh) = -688.35429

Record 2
Molecular formula: C50H138N12O13
Method: DFT, ωB97M-V/def2-TZVPD

Last column: Löwdin charge in e.
Positions of all 213 atoms, in Å:
C (-0.874, -0.195, 4.784)  -0.0616
C (0.045, 0.850, 5.441)  -0.3910
C (0.789, 0.043, 6.554)  -0.2271
O (-0.180, -0.583, 7.338)  -0.2097
C (0.405, -1.433, 8.319)  -0.0877
N (1.009, 1.509, 4.508)  0.0527
H (-1.497, 0.214, 3.973)  0.0749
H (-1.505, -0.530, 5.596)  0.0738
H (-0.297, -1.009, 4.390)  0.0457
H (-0.678, 1.554, 5.901)  0.1267
H (1.399, 0.715, 7.175)  0.1247
H (1.469, -0.715, 6.095)  0.1073
H (1.075, -0.851, 8.947)  0.0816
H (0.983, -2.245, 7.851)  0.0860
H (-0.388, -1.854, 8.954)  0.0938
H (0.496, 2.151, 3.877)  0.0386
H (1.735, 1.971, 5.053)  0.0644
C (-1.288, 4.763, 5.125)  -0.0399
C (-0.699, 5.125, 3.740)  -0.4250
C (0.702, 5.649, 3.808)  -0.2398
O (0.706, 6.727, 4.711)  -0.1831
C (1.984, 6.906, 5.260)  -0.1250
N (-0.665, 4.018, 2.773)  0.0581
H (-1.503, 5.658, 5.747)  0.0861
H (-0.533, 4.182, 5.691)  0.0766
H (-2.220, 4.218, 5.016)  0.0675
H (-1.266, 5.991, 3.407)  0.1297
H (0.911, 5.953, 2.779)  0.1261
H (1.405, 4.923, 4.189)  0.1127
H (1.969, 7.816, 5.896)  0.0934
H (2.814, 6.951, 4.532)  0.0951
H (2.185, 6.115, 6.023)  0.0941
H (-0.551, 4.316, 1.847)  0.0021
H (-1.524, 3.466, 2.748)  0.0796
C (6.732, 2.942, -0.851)  -0.0536
C (6.947, 2.932, 0.721)  -0.3919
C (5.569, 2.621, 1.360)  -0.2155
O (4.686, 3.634, 0.901)  -0.2058
C (3.401, 3.276, 1.381)  -0.1103
N (7.919, 1.970, 1.251)  0.0295
H (5.761, 3.373, -0.986)  0.0317
H (6.726, 1.956, -1.323)  0.0649
H (7.499, 3.561, -1.327)  0.0753
H (7.276, 3.943, 0.959)  0.1316
H (5.717, 2.649, 2.469)  0.1389
H (5.231, 1.642, 0.997)  0.1041
H (2.727, 4.108, 1.407)  0.0733
H (3.388, 2.799, 2.371)  0.0893
H (3.091, 2.582, 0.629)  0.0482
H (8.808, 2.129, 0.808)  0.0631
H (7.558, 1.027, 1.099)  0.0729
C (3.602, -0.972, 3.474)  -0.0711
C (3.582, -2.480, 3.574)  -0.3622
C (2.227, -2.966, 4.163)  -0.2100
O (2.128, -4.348, 4.207)  -0.1910
C (0.842, -4.819, 4.375)  -0.1277
N (3.923, -3.111, 2.247)  0.0625
H (3.316, -0.404, 4.355)  0.0590
H (2.922, -0.608, 2.688)  0.0660
H (4.557, -0.549, 3.222)  0.0654
H (4.417, -2.813, 4.172)  0.1297
H (1.348, -2.632, 3.610)  0.1078
H (2.107, -2.556, 5.179)  0.1089
H (0.882, -5.881, 4.452)  0.0800
H (0.255, -4.552, 3.505)  0.0770
H (0.366, -4.390, 5.312)  0.1098
H (3.962, -4.111, 2.250)  0.0559
H (3.232, -2.841, 1.548)  0.0467
C (-2.152, 3.976, -2.008)  -0.0486
C (-1.934, 5.215, -1.128)  -0.4067
C (-2.962, 5.313, -0.013)  -0.2094
O (-4.250, 5.056, -0.531)  -0.1940
C (-5.259, 5.364, 0.369)  -0.1246
N (-0.598, 5.120, -0.546)  0.0448
H (-2.236, 3.056, -1.402)  0.0770
H (-1.294, 3.792, -2.677)  0.0693
H (-3.082, 4.110, -2.521)  0.0746
H (-1.983, 6.102, -1.835)  0.1549
H (-2.901, 6.278, 0.486)  0.1254
H (-2.695, 4.519, 0.688)  0.1122
H (-6.206, 5.224, -0.163)  0.0928
H (-5.130, 6.340, 0.811)  0.0791
H (-5.254, 4.577, 1.199)  0.1067
H (0.024, 4.630, -1.192)  0.0571
H (-0.156, 5.956, -0.257)  0.0676
C (3.720, -0.021, -0.742)  -0.0644
C (3.695, -1.453, -1.242)  -0.4150
C (3.580, -1.562, -2.780)  -0.1880
O (2.345, -1.049, -3.120)  -0.2208
C (1.176, -1.822, -3.270)  -0.1075
N (4.829, -2.304, -0.818)  0.0562
H (3.752, -0.038, 0.388)  0.0783
H (2.743, 0.496, -0.989)  0.0748
H (4.543, 0.520, -1.158)  0.0524
H (2.790, -1.955, -0.813)  0.1153
H (3.513, -2.644, -2.952)  0.1256
H (4.395, -1.011, -3.362)  0.1447
H (0.956, -2.461, -2.368)  0.0819
H (1.193, -2.507, -4.121)  0.0830
H (0.338, -1.148, -3.492)  0.0603
H (5.673, -2.005, -1.213)  0.0402
H (4.995, -2.296, 0.176)  0.0335
C (-1.667, 0.909, -7.106)  -0.0398
C (-0.451, 0.156, -6.412)  -0.4162
C (0.169, 1.119, -5.447)  -0.2202
O (0.641, 2.236, -6.199)  -0.2183
C (0.458, 3.504, -5.544)  -0.0653
N (-0.935, -1.130, -5.888)  0.0465
H (-1.366, 1.936, -7.387)  0.0789
H (-2.371, 1.033, -6.279)  0.0626
H (-2.182, 0.303, -7.854)  0.0730
H (0.226, -0.113, -7.234)  0.1431
H (0.950, 0.638, -4.818)  0.1039
H (-0.629, 1.520, -4.738)  0.1321
H (0.716, 4.295, -6.258)  0.0995
H (1.118, 3.513, -4.738)  0.0444
H (-0.585, 3.638, -5.288)  0.0778
H (-0.199, -1.694, -5.463)  0.0418
H (-1.662, -0.955, -5.196)  0.0686
C (5.563, 2.815, -5.586)  -0.0386
C (4.642, 1.767, -4.894)  -0.4024
C (4.163, 2.243, -3.491)  -0.2092
O (3.360, 3.384, -3.647)  -0.1930
C (2.797, 3.854, -2.392)  -0.0751
N (3.584, 1.365, -5.831)  0.0703
H (5.076, 3.801, -5.511)  0.0815
H (5.646, 2.658, -6.640)  0.0635
H (6.491, 2.791, -5.077)  0.0577
H (5.155, 0.874, -4.595)  0.1059
H (5.093, 2.405, -2.901)  0.1094
H (3.547, 1.459, -3.106)  0.0877
H (3.518, 3.915, -1.514)  0.0910
H (1.981, 3.214, -2.053)  0.0598
H (2.396, 4.873, -2.555)  0.0887
H (3.150, 2.235, -6.112)  0.0604
H (2.900, 0.846, -5.300)  0.0357
C (-6.487, -2.683, 2.243)  -0.0517
C (-5.060, -3.280, 2.088)  -0.3922
C (-5.209, -4.733, 2.632)  -0.1974
O (-3.927, -5.364, 2.593)  -0.2079
C (-3.855, -6.587, 3.249)  -0.1366
N (-4.560, -3.252, 0.698)  0.0364
H (-7.170, -3.365, 1.738)  0.0800
H (-6.582, -1.715, 1.797)  0.0485
H (-6.744, -2.704, 3.297)  0.0765
H (-4.324, -2.674, 2.662)  0.1386
H (-5.840, -5.260, 1.964)  0.1146
H (-5.645, -4.607, 3.627)  0.1218
H (-3.917, -7.510, 2.596)  0.0990
H (-4.640, -6.625, 4.084)  0.1032
H (-2.862, -6.541, 3.760)  0.0882
H (-3.755, -3.879, 0.589)  0.0618
H (-5.285, -3.485, 0.055)  0.0670
C (0.465, -7.221, -4.136)  -0.0787
C (-0.810, -6.608, -3.597)  -0.4676
C (-0.632, -5.086, -3.741)  -0.1860
O (-1.896, -4.465, -3.370)  -0.2123
C (-1.940, -3.466, -2.272)  -0.0320
N (-1.981, -7.177, -4.247)  0.0432
H (1.322, -6.942, -3.527)  0.0716
H (0.689, -6.785, -5.141)  0.0895
H (0.428, -8.318, -4.195)  0.0838
H (-0.941, -6.890, -2.535)  0.1369
H (-0.426, -4.948, -4.795)  0.1165
H (0.181, -4.756, -3.118)  0.0866
H (-2.654, -2.788, -2.679)  0.0669
H (-0.925, -3.031, -2.053)  0.0619
H (-2.304, -3.998, -1.374)  0.0780
H (-2.782, -6.565, -4.163)  0.0657
H (-1.789, -7.323, -5.229)  0.0672
C (-0.538, 0.905, -1.554)  -0.0444
C (-0.358, 0.825, -0.056)  -0.4323
C (0.173, -0.467, 0.487)  -0.1485
O (-0.781, -1.554, 0.279)  -0.2124
C (-1.602, -1.687, 1.409)  -0.1079
N (0.534, 1.945, 0.314)  0.0761
H (-0.612, 1.940, -1.864)  0.0280
H (-1.471, 0.362, -1.848)  0.1033
H (0.367, 0.505, -2.030)  0.0666
H (-1.333, 0.971, 0.400)  0.1221
H (0.419, -0.318, 1.521)  0.1120
H (1.083, -0.681, -0.094)  0.1112
H (-2.309, -0.822, 1.477)  0.0937
H (-1.078, -1.813, 2.402)  0.0847
H (-2.162, -2.636, 1.275)  0.0727
H (0.084, 2.812, 0.039)  0.0330
H (0.717, 1.912, 1.319)  0.0605
C (-5.370, -0.409, -2.570)  -0.0699
C (-5.802, 0.266, -1.300)  -0.4417
C (-7.271, 0.090, -0.896)  -0.2630
O (-8.166, 0.463, -1.867)  -0.1777
C (-9.538, 0.111, -1.539)  -0.0655
N (-4.933, -0.240, -0.263)  0.0474
H (-6.029, -0.330, -3.446)  0.0772
H (-5.189, -1.539, -2.410)  0.0961
H (-4.379, -0.087, -2.898)  0.0606
H (-5.662, 1.350, -1.390)  0.1422
H (-7.381, 0.599, 0.081)  0.1276
H (-7.527, -0.975, -0.769)  0.1187
H (-9.573, -0.938, -1.509)  0.0616
H (-10.280, 0.455, -2.243)  0.0838
H (-9.825, 0.467, -0.548)  0.0866
H (-4.790, 0.365, 0.525)  0.0664
H (-5.021, -1.213, -0.016)  0.0215
C (1.845, -5.874, 0.765)  -0.0636
C (0.777, -5.014, 0.052)  -0.2624
O (1.101, -3.630, 0.370)  -0.1230
H (1.833, -5.659, 1.859)  0.0677
H (2.798, -5.704, 0.322)  0.0603
H (1.576, -6.923, 0.607)  0.0738
H (-0.181, -5.273, 0.463)  0.0972
H (0.777, -5.125, -1.045)  0.0929
H (0.353, -3.054, 0.095)  0.0374

Values from the calculation:
- charge = 0
- strongest force on any atom (Eh/bohr) = 0.05820
- multiplicity = 1
- HOMO energy (eV) = -8.80
- total energy (Eh) = -3622.68190

Record 3
Molecular formula: C4H13N3O2
Method: DFT, ωB97M-V/def2-TZVPD

Last column: Löwdin charge in e.
Positions of all 22 atoms, in Å:
C (0.570, -0.887, 0.037)  -0.0132
C (-2.691, -0.854, -0.870)  -0.2932
C (1.321, -2.153, 0.269)  -0.0771
O (-1.447, -0.374, -1.262)  -0.4135
H (-0.251, -0.681, 0.703)  0.0987
H (0.565, -0.552, -0.983)  0.0777
H (-3.506, -0.159, -1.132)  0.0568
H (-2.922, -1.816, -1.355)  0.0570
H (-2.755, -1.025, 0.221)  0.0523
H (2.269, -2.153, -0.271)  0.0835
H (0.716, -2.970, -0.137)  0.0999
H (1.489, -2.356, 1.330)  0.0800
N (1.468, 0.717, 0.523)  -0.0145
C (0.318, 1.857, 0.730)  -0.4778
N (-0.441, 1.898, -0.365)  0.0939
O (2.309, 1.069, -0.581)  -0.0245
N (0.189, 2.433, 1.839)  0.1385
H (1.669, 1.428, -1.223)  0.0995
H (2.098, 0.664, 1.318)  0.1452
H (-0.938, 0.904, -0.814)  0.0891
H (-0.940, 2.768, -0.495)  0.1014
H (0.911, 2.244, 2.521)  0.0403

Values from the calculation:
- charge = 0
- strongest force on any atom (Eh/bohr) = 0.04926
- multiplicity = 1
- HOMO energy (eV) = -7.66
- total energy (Eh) = -474.75523

Record 4
Molecular formula: C28H44ClIN2O7PS2
Method: DFT, ωB97M-V/def2-TZVPD

Last column: Löwdin charge in e.
Positions of all 86 atoms, in Å:
C (0.811, 1.903, 4.527)  -0.0873
C (0.225, 1.565, 3.154)  -0.2585
C (-1.231, 2.016, 3.028)  -0.1945
C (-2.004, 1.425, 1.828)  -0.1657
C (-1.115, 1.378, 0.602)  -0.1419
C (-1.846, 1.056, -0.726)  -0.3688
C (-2.881, 2.153, -1.039)  -0.1092
P (-2.293, 3.843, -0.797)  0.4433
O (-0.860, 3.996, -1.100)  -0.2623
O (-3.177, 4.766, -1.761)  -0.0984
O (-2.723, 4.330, 0.640)  -0.0785
O (-2.638, -0.085, -0.372)  -0.0534
C (-2.251, -1.295, -1.060)  -0.3865
C (-1.278, -2.185, -0.270)  0.0530
C (-3.621, -2.013, -1.077)  -0.1665
O (-3.710, -3.101, -1.965)  -0.0633
C (-4.051, -4.308, -1.372)  -0.2720
C (-5.271, -4.451, -0.714)  -0.0135
C (-5.614, -5.656, -0.097)  -0.0653
C (-4.737, -6.741, -0.138)  -0.0777
C (-3.532, -6.608, -0.826)  -0.0646
C (-3.186, -5.400, -1.442)  -0.0051
C (-1.682, -0.668, -2.365)  -0.5118
Cl (-3.174, -0.224, -3.314)  0.8518
C (-0.856, -1.476, -3.365)  -0.1758
C (-1.453, -2.733, -3.987)  -0.8759
O (-1.251, -3.761, -3.477)  0.0318
I (-2.447, -2.726, -5.870)  0.9032
N (-0.977, 0.587, -1.869)  -0.0901
C (-0.860, 1.601, -2.974)  0.0092
C (0.457, 0.256, -1.521)  -0.0963
C (1.297, 1.378, -0.884)  -0.2299
C (2.765, 1.290, -1.317)  -0.4494
S (3.661, 0.311, -0.072)  0.9450
C (5.165, 1.188, 0.162)  -1.1035
S (5.815, 2.092, -1.014)  0.7637
N (5.706, 0.969, 1.446)  -0.2248
C (5.955, 2.227, 2.151)  -0.1612
C (6.698, 1.938, 3.471)  -0.1773
O (6.716, 0.564, 3.779)  -0.1249
C (7.439, -0.136, 2.789)  -0.1746
C (6.960, 0.223, 1.370)  -0.1615
H (0.807, 1.054, 5.196)  0.0741
H (0.242, 2.720, 4.962)  0.0724
H (1.826, 2.270, 4.428)  0.0660
H (0.291, 0.499, 2.932)  0.1091
H (0.817, 2.079, 2.399)  0.0957
H (-1.774, 1.818, 3.946)  0.1178
H (-1.229, 3.096, 2.878)  0.1130
H (-2.887, 2.044, 1.706)  0.1008
H (-2.334, 0.436, 2.123)  0.1194
H (-0.474, 2.245, 0.520)  0.0947
H (-0.433, 0.545, 0.758)  0.1006
H (-3.289, 2.126, -2.042)  0.0701
H (-3.730, 1.947, -0.400)  0.1264
H (-2.691, 4.822, -2.595)  0.0948
H (-2.935, 5.275, 0.597)  0.1110
H (-1.101, -1.729, 0.700)  0.1045
H (-1.694, -3.171, -0.110)  0.0953
H (-0.342, -2.332, -0.798)  0.0806
H (-4.437, -1.314, -1.210)  0.1203
H (-3.741, -2.389, -0.062)  0.1420
H (-5.962, -3.621, -0.655)  0.1197
H (-6.551, -5.746, 0.425)  0.1041
H (-4.959, -7.678, 0.343)  0.1019
H (-2.840, -7.432, -0.892)  0.1044
H (-2.252, -5.338, -1.972)  0.0966
H (-0.595, -0.793, -4.171)  0.1037
H (0.087, -1.810, -2.948)  0.1216
H (-0.449, 2.523, -2.584)  0.0865
H (-0.214, 1.220, -3.750)  0.1147
H (-1.820, 1.816, -3.418)  0.0663
H (0.979, -0.044, -2.419)  0.1162
H (0.501, -0.606, -0.869)  0.1196
H (0.899, 2.381, -1.003)  0.1003
H (1.303, 1.200, 0.184)  0.0573
H (3.215, 2.271, -1.400)  0.0456
H (2.884, 0.765, -2.260)  0.0742
H (5.022, 2.721, 2.401)  0.1200
H (6.574, 2.910, 1.570)  0.0983
H (7.727, 2.308, 3.435)  0.1244
H (6.215, 2.434, 4.303)  0.1226
H (8.500, 0.098, 2.894)  0.1224
H (7.313, -1.191, 2.999)  0.1225
H (7.751, 0.788, 0.870)  0.1146
H (6.828, -0.706, 0.825)  0.1233

Values from the calculation:
- charge = +1
- strongest force on any atom (Eh/bohr) = 0.05743
- multiplicity = 1
- HOMO energy (eV) = -10.87
- total energy (Eh) = -3624.89597

Which formula does entry 4 have?
C28H44ClIN2O7PS2

charge of number 1 (C4H13NOS)?
0

Among the records above, which one has the lowest strongest force on any atom?
C4H13NOS